Here is a molecular structure, C31H36BaN6O6Si2 from the OMol25 dataset. Energies are from ωB97M-V/def2-TZVPD.

The calculation puts the energy above the lowest of the compared OMol25 structures with the same formula, charge and spin at 4.4 kcal per mole. Its LUMO energy is 4.219 eV. The value obtained for the max |F| is 0.009 hartree/bohr. Its highest occupied orbital energy is -1.9 eV. The gap between HOMO and LUMO comes out at 6.1219 eV. The spin multiplicity is 1. The net charge is -2. The calculation puts the electronic energy at -70416.079 eV.

Atoms and positions in Å:
Ba 0.31811 0.21296 -0.42653
O 2.98975 0.78788 3.69316
C 2.48662 0.59913 2.56733
N 1.32986 1.00301 2.05429
C 0.44363 1.77030 2.84517
C 0.93260 2.60540 3.86219
C 0.11262 3.33044 4.70882
C -1.25812 3.20772 4.57587
C -1.77445 2.42995 3.55289
C -0.96898 1.74337 2.62197
N -1.50193 1.06744 1.50588
C -2.77552 1.20338 1.15623
O -3.70850 1.82902 1.71207
C -3.19805 0.57194 -0.17612
C -4.38900 1.03266 -0.74340
C -4.79211 0.54331 -1.97055
C -4.02596 -0.43166 -2.59521
C -2.87788 -0.85690 -1.95628
N -2.46750 -0.36119 -0.78489
C 3.35748 -0.26310 1.64603
C 4.69085 -0.45242 2.01290
C 5.49922 -1.25837 1.23549
C 4.96168 -1.87028 0.11097
C 3.63286 -1.62962 -0.18667
N 2.85145 -0.84458 0.55692
H 2.00037 2.65337 3.99597
H 0.55015 3.95617 5.47950
H -1.93500 3.72104 5.25096
H -2.84097 2.35901 3.43451
H -4.95337 1.78025 -0.20751
H -5.68807 0.92675 -2.44431
H -4.29587 -0.83292 -3.56227
H -2.23496 -1.60886 -2.40242
H 5.04040 0.03424 2.91104
H 6.53804 -1.41600 1.50345
H 5.55288 -2.51801 -0.52309
H 3.14795 -2.07386 -1.04925
C -1.79685 4.36066 0.61361
C -1.91500 3.76111 -0.74055
N -1.09647 2.88582 -1.28467
C -1.57871 2.63136 -2.54389
C -2.72759 3.34828 -2.75628
N -2.91738 4.06381 -1.59954
C -3.69280 3.47445 -3.86849
O -3.42649 2.79770 -4.95318
O -4.69631 4.15671 -3.72151
C -0.86236 1.67987 -3.45562
O -1.28491 1.58979 -4.64287
O 0.09077 1.04748 -2.96211
H -0.77817 4.24952 0.97873
H -2.46004 3.85049 1.31428
H -2.06417 5.41927 0.59053
H -3.71024 4.66399 -1.44345
H -2.48998 2.28928 -4.86626
C 3.04855 -3.82020 -3.61584
Si 1.84092 -2.35044 -3.63872
C 2.94178 -0.81321 -3.79581
C 0.97534 -2.44938 -5.32204
C 0.71449 -2.30227 -2.23374
Si 0.23789 -3.61022 -1.10193
C -1.17146 -4.76163 -1.67076
C 1.62990 -4.81566 -0.64524
C -0.36543 -2.96133 0.58276
H 3.75011 -3.73958 -4.45228
H 2.51238 -4.76811 -3.71729
H 3.63221 -3.86841 -2.69239
H 3.57199 -0.85968 -4.69107
H 3.59522 -0.68366 -2.92830
H 2.30184 0.06990 -3.87102
H 1.67967 -2.42594 -6.16011
H 0.29631 -1.59821 -5.42587
H 0.38050 -3.36450 -5.39565
H -0.10650 -1.63093 -2.52442
H -0.87850 -5.26874 -2.59550
H -2.07793 -4.18833 -1.88824
H -1.42749 -5.52264 -0.92573
H 2.00257 -5.36015 -1.51532
H 1.24615 -5.54928 0.07067
H 2.47560 -4.30758 -0.17586
H -1.21952 -2.28049 0.50712
H 0.44296 -2.45035 1.11859
H -0.68560 -3.79252 1.21929